Entry 1:
18
Properties=species:S:1:pos:R:3:nbo_charge:R:1 method="wB97M-V/def2-TZVPD" charge=0 e_homo_ev=-8.98 max_force_ev_per_a=2.5
H 1.037 0.893 -2.598 0.3576
C 0.458 1.233 -0.645 -0.2240
C -1.892 -0.811 1.398 -0.4434
N 0.193 0.942 -2.038 -0.8235
N -0.942 -0.280 0.436 -0.5422
C 1.635 -1.072 -0.256 -0.6700
C -0.922 1.042 0.300 0.6856
H 2.687 -0.900 -0.527 0.2331
H 1.626 -1.819 0.538 0.2353
O -1.466 1.979 0.839 -0.6102
H 0.775 2.256 -0.464 0.2331
H 1.114 -1.466 -1.127 0.2337
H -1.670 -1.866 1.563 0.1985
H -1.873 -0.257 2.344 0.1937
H -0.325 0.075 -2.140 0.3714
H 1.417 0.578 1.171 0.2150
H -2.912 -0.745 1.002 0.2153
C 1.062 0.219 0.205 0.1411

---

Entry 2:
107
Properties=species:S:1:pos:R:3:mulliken_charge:R:1 method="wB97M-V/def2-TZVPD" charge=-1 e_homo_ev=-4.58 max_force_ev_per_a=0.9
H 1.371 -2.610 -0.707 -0.4491
C -4.099 -1.670 -1.203 -0.7140
C -1.375 1.663 -5.585 -0.8897
C -4.551 0.340 3.282 -1.0364
Cl 3.645 5.372 -2.907 -0.2196
C 0.285 -4.645 -3.799 -0.8907
H -1.723 -4.133 -3.266 0.4899
H -3.171 -2.571 1.666 0.1351
H 0.159 -0.718 -3.741 0.7767
C -1.656 2.526 -4.539 -0.8595
Te 3.901 -0.267 -1.833 0.0023
H -1.346 -3.212 3.487 0.6312
C -3.939 -1.205 -3.924 -0.7613
H 5.527 -2.487 -3.162 0.4045
H 5.494 -3.787 -5.258 0.3552
O 2.083 -0.484 1.136 0.7327
C 0.522 -0.978 3.576 0.1963
H 2.385 -5.000 -4.106 0.3916
C -1.525 3.065 -2.058 -0.3721
H -2.177 3.460 -4.711 0.5297
N 2.792 -3.780 1.123 -0.7239
C -0.295 -3.240 -1.920 -0.5798
C -1.243 2.191 -3.251 0.3961
H -3.606 2.402 -2.064 0.3662
H 2.000 -1.661 -6.530 0.3306
C 0.773 0.281 4.137 -1.5524
H -3.170 3.458 -0.706 0.5660
N 6.364 -1.541 2.535 -0.6084
H -2.166 0.602 -1.016 -0.8007
C 3.780 -1.329 -3.649 -0.2622
C -0.709 0.473 -5.322 -0.7905
C -2.304 -0.579 3.357 0.5498
C 4.752 -2.302 -3.900 -0.4651
C -5.210 -1.204 -1.893 -0.6656
C 3.322 4.955 -0.257 0.6243
H -5.393 0.694 2.700 0.4679
C -1.194 -2.958 2.436 -1.3469
C -4.597 0.369 4.668 -0.6148
C 5.284 -1.492 2.143 -0.1212
C 2.520 -1.797 4.674 -0.7778
C -2.612 1.418 -0.443 1.4181
O -1.765 1.794 0.642 -0.5397
P -0.844 -1.122 2.357 2.4521
H -3.532 -0.066 6.483 0.4205
H -1.593 4.106 -2.378 0.5968
H -5.472 0.755 5.177 0.3799
C 2.421 3.254 -1.699 1.3308
C 1.061 -3.164 -1.589 0.9759
Cl 1.394 2.307 2.033 0.0160
Cl 4.188 6.431 -0.029 -0.2175
P -1.428 -2.331 -0.802 2.4501
H -6.001 -0.613 -3.805 0.3529
C 2.127 3.067 0.638 0.9278
C 3.091 4.469 -1.540 -0.2926
C -3.409 -0.121 2.637 0.2930
C 3.293 -2.771 1.360 -0.2068
C 1.954 2.502 -0.625 -1.8859
H -3.579 1.072 -0.068 0.4187
H -1.397 -4.545 0.132 0.5458
C -2.886 -1.922 -1.856 -0.0170
C -2.134 -3.741 0.184 -1.4613
H 0.097 1.106 3.924 1.0234
H 3.068 -3.729 -2.083 0.5249
H 3.642 -0.370 5.818 0.3703
H -3.859 -1.016 -4.989 0.4415
H -0.701 2.980 -1.346 -0.5077
C -5.135 -0.973 -3.262 -0.7938
H -1.900 -1.829 -3.762 0.3849
H -2.891 -4.239 2.089 0.3707
H -0.471 -0.234 -6.108 0.4417
H -4.174 -1.828 -0.130 0.1723
H -1.231 1.035 0.908 -0.4610
C -3.507 -0.090 5.400 -0.7639
C -0.356 0.207 -4.009 -1.2885
H -1.541 -0.935 5.338 0.4209
H 2.072 -0.322 -4.466 0.3262
C 2.023 -3.805 -2.362 -0.4747
C -2.823 2.634 -1.335 -1.3560
C 4.732 -3.037 -5.082 -0.6017
N -0.603 1.046 -3.002 1.4536
C 2.759 -0.545 5.215 -0.5049
C 3.921 -1.500 1.658 1.1812
C 2.775 -1.848 -5.793 -0.4075
C -2.377 -0.572 4.751 -0.7001
Sn 1.240 0.301 -0.844 0.3053
C 1.636 -4.527 -3.481 -0.6375
H -3.047 -4.104 -0.287 0.6025
Cl 3.085 4.880 2.433 -0.2166
H -6.133 -1.007 -1.358 0.4575
H -0.307 -3.496 2.087 0.4787
C 1.877 0.498 4.945 -0.6650
C 2.803 -1.102 -4.619 0.2142
H 3.726 -3.390 -6.951 0.3791
H 3.210 -2.611 4.857 0.4539
H 1.272 -2.994 3.423 0.3411
C 3.739 -2.818 -6.031 -0.6032
C -0.675 -4.016 -3.018 -0.0800
C -2.826 -1.669 -3.227 -0.3981
H -1.676 1.912 -6.596 0.4139
C 2.829 4.257 0.842 -0.2904
H -3.368 -0.109 1.550 -0.1516
H -0.021 -5.230 -4.659 0.4348
C -2.424 -3.371 1.620 -0.5104
Cl 2.166 2.696 -3.336 -0.1859
H 2.062 1.487 5.346 0.3853
C 1.411 -2.012 3.858 -0.6576
N 3.300 -0.368 1.541 -0.7233

---

Entry 3:
6
Properties=species:S:1:pos:R:3:nbo_charge:R:1 method="wB97M-V/def2-TZVPD" charge=0 e_homo_ev="-9.49 / -8.47" max_force_ev_per_a=3.1
H 1.345 1.469 -1.171 0.1980
C 0.335 1.130 -0.863 -0.5167
Br -0.519 -0.399 -1.314 0.1575
Cl 0.353 -1.881 1.954 -0.1203
S -1.553 -2.092 1.396 0.0875
H 0.039 1.773 -0.002 0.1939

---

Entry 4:
17
Properties=species:S:1:pos:R:3:nbo_charge:R:1 method="wB97M-V/def2-TZVPD" charge=0 e_homo_ev=-8.19 smiles="C=C(O)[C@H]1C[C@@H]1C" max_force_ev_per_a=0.7
C -1.180 1.833 -1.088 -0.5971
H -1.748 -0.233 0.474 0.2129
O 2.090 -0.570 1.268 -0.6805
C -0.762 0.168 0.674 -0.3730
H 1.466 -3.148 0.465 0.2014
H 2.146 -1.270 1.935 0.4837
H -1.935 2.438 -0.574 0.2143
H -1.714 0.985 -1.540 0.2048
H -0.419 0.036 1.701 0.2175
H 0.165 -0.348 -1.398 0.2286
H -0.731 2.422 -1.889 0.2105
C 1.212 -1.024 0.329 0.3629
C -0.196 1.322 -0.053 -0.2143
H 0.388 2.066 0.478 0.2252
C 0.885 -2.306 0.114 -0.5928
H -0.046 -2.510 -0.416 0.2092
C 0.354 -0.040 -0.368 -0.3131

---

Entry 5:
71
Properties=species:S:1:pos:R:3:mulliken_charge:R:1 method="wB97M-V/def2-TZVPD" charge=+1 e_homo_ev=-10.42 max_force_ev_per_a=4.2
C 0.765 12.279 5.772 -0.7572
O -4.296 3.564 3.304 -0.6965
H 1.514 4.586 -3.417 0.2389
H 1.532 12.947 6.164 0.3118
O -10.735 0.908 2.291 -0.2875
H 3.818 0.516 -1.314 0.2864
H -12.097 -0.808 1.309 0.2802
H -0.920 6.379 10.179 0.3885
H -9.662 2.286 3.565 0.2706
H 0.951 4.370 -1.671 0.2818
Ag -3.764 5.779 6.155 0.8970
H -0.116 0.754 -0.388 0.3392
O 1.806 0.518 -1.013 -0.3567
H 0.780 2.204 -0.247 0.2946
H 0.288 12.830 4.961 0.3332
C 0.644 1.343 -0.902 -0.4065
H -0.022 12.047 6.489 0.1928
H -3.641 8.338 8.716 0.2756
H 3.123 9.109 4.639 0.3544
H -11.887 1.183 5.439 0.2889
H -0.353 6.635 8.587 0.3547
C -1.186 6.198 9.138 -0.5383
C -2.605 8.062 8.907 -0.8112
H 0.943 7.726 2.187 0.2737
O 1.776 9.334 3.118 -0.3268
C 2.875 9.867 3.896 -0.5279
C -12.791 -0.225 0.703 -0.6781
C 2.939 1.138 -1.483 -0.6825
H -13.324 2.205 5.420 0.2889
H -0.864 2.422 -1.910 0.3690
H -1.438 2.568 6.430 0.2731
H -1.125 2.235 8.128 0.3379
H -9.115 0.562 3.600 0.2784
H 3.185 11.543 5.315 0.3345
P -12.054 1.808 2.294 1.0405
O -3.533 1.820 2.458 -0.5612
H 0.066 2.925 7.204 0.3368
H -2.047 8.780 8.306 0.3428
H 2.646 7.387 2.807 0.3259
O -12.886 1.126 1.025 -0.3637
O -2.427 6.642 8.768 -0.2416
H -12.345 -0.369 -0.281 0.2961
H -0.350 1.174 -2.940 0.3552
H 1.139 7.421 3.725 0.2724
C -12.457 1.891 4.838 -0.7255
O 1.189 11.070 5.208 -0.2789
H 3.038 1.298 -2.556 0.2485
O 0.866 2.792 -3.030 -0.3313
H -0.234 4.586 -2.919 0.2739
C 0.042 1.920 -2.249 -0.5433
C -1.205 4.649 9.009 -0.7486
H -0.280 4.153 9.304 0.4718
O -2.775 3.755 1.883 -0.6660
H -2.346 8.240 9.951 0.3156
O -12.858 1.343 3.562 -0.2706
O -1.596 4.221 7.696 -0.2301
H 2.252 12.076 3.909 0.3497
O -11.853 3.290 2.153 -0.6834
H -13.711 -0.806 0.769 0.3047
H 3.195 2.031 -0.912 0.2884
C 0.765 4.193 -2.730 -0.6527
C 1.706 7.922 2.941 -0.7542
Ag -4.436 6.727 1.004 0.9395
N -3.513 3.021 2.544 1.0113
H -11.870 2.808 4.785 0.3259
C -9.523 1.370 2.991 -0.6413
H -1.848 4.141 9.728 0.3800
C -1.013 2.983 7.344 -0.8349
H -8.724 1.560 2.273 0.2766
C 2.466 11.227 4.559 -0.4537
H 3.712 9.943 3.202 0.3503

---

Entry 6:
19
Properties=species:S:1:pos:R:3:nbo_charge:R:1 method="wB97M-V/def2-TZVPD" charge=0 e_homo_ev=-10.11 smiles=C[C@@H]1C[C@@H]1[C@@H](C)O max_force_ev_per_a=0.4
H 1.671 -1.646 -0.578 0.2138
H 0.035 0.448 -2.165 0.2082
H 2.911 0.503 -1.158 0.2220
C 1.179 -0.679 -0.647 -0.2233
H 1.585 1.453 -0.509 0.2036
H -0.084 -1.356 -2.379 0.2172
H -3.034 0.135 0.402 0.2098
H -0.669 -1.676 -0.004 0.2149
H 2.590 0.466 0.576 0.2060
C -0.872 0.402 0.644 0.0930
H -2.496 0.753 1.982 0.2233
C 0.113 -0.532 -1.696 -0.4154
C 2.109 0.495 -0.409 -0.6234
H 0.761 0.923 1.568 0.4684
C -0.275 -0.687 -0.244 -0.2459
H -2.271 -0.957 1.586 0.2077
O -0.096 0.566 1.826 -0.7236
H -0.922 1.361 0.098 0.1574
C -2.260 0.057 1.170 -0.6138

---

Entry 7:
20
Properties=species:S:1:pos:R:3:nbo_charge:R:1 method="wB97M-V/def2-TZVPD" charge=-1 e_homo_ev="-4.26 / -4.26" max_force_ev_per_a=5.2
C -1.707 0.032 -0.546 -0.2861
C 1.677 1.056 0.092 0.4041
H 4.205 -1.335 0.262 0.2123
C 3.030 0.421 -0.147 0.4454
O -3.295 1.520 0.640 -0.9168
C 0.589 0.115 0.152 -0.1718
C 3.147 -1.004 0.130 -0.2766
H 2.129 -2.854 0.372 0.2119
C 0.719 -1.324 0.249 -0.1558
B -3.142 0.557 -0.245 0.9972
O 3.873 1.096 -0.793 -0.5053
O -4.205 0.053 -0.989 -0.8833
O -0.854 1.491 1.045 -0.5383
O 1.670 2.277 0.020 -0.5441
C 2.110 -1.855 0.277 -0.1487
H -4.965 0.424 -0.723 0.4685
S -0.586 -2.272 0.395 -0.1543
N -0.732 0.550 0.184 0.1321
H -2.267 1.690 0.877 0.4942
H -1.395 -0.637 -1.253 0.2155

---

Entry 8:
17
Properties=species:S:1:pos:R:3:nbo_charge:R:1 method="wB97M-V/def2-TZVPD" charge=0 e_homo_ev=-9.93 max_force_ev_per_a=0.7
C -1.835 0.595 -0.999 -0.0538
H 0.819 0.699 -1.165 0.1779
C -0.954 -0.618 -1.229 -0.4604
C 0.753 -0.542 0.636 0.0719
H -1.961 1.231 -1.876 0.1718
O -0.887 1.203 -0.096 -0.5490
H 1.563 1.244 1.461 0.2088
H -0.645 -0.018 1.803 0.4724
C 0.089 0.212 -0.502 0.0849
H 2.367 -0.273 1.988 0.2194
C 1.915 0.255 1.153 -0.6294
O -0.189 -0.855 1.639 -0.7118
H -0.722 -0.887 -2.254 0.2101
H -2.778 0.379 -0.510 0.1799
H 1.103 -1.519 0.268 0.1777
H -1.285 -1.501 -0.668 0.2217
H 2.646 0.395 0.350 0.2079

---

Entry 9:
17
Properties=species:S:1:pos:R:3:nbo_charge:R:1 method="wB97M-V/def2-TZVPD" charge=0 e_homo_ev=-8.83 smiles=CN[C@H](C)CS max_force_ev_per_a=1.2
C 0.337 -0.083 -0.326 -0.0605
H -2.119 0.470 2.465 0.1280
C 1.862 0.646 -2.119 -0.4081
H -1.739 0.465 -0.195 0.2130
C 0.049 -1.577 -0.493 -0.6362
H 1.280 0.087 0.196 0.1947
H 1.872 1.046 -3.135 0.2028
H -0.043 -2.045 0.485 0.2261
H -0.073 0.109 -2.302 0.3490
H 2.456 1.221 -1.415 0.1949
H -0.861 -1.752 -1.073 0.2006
H 2.345 -0.336 -2.309 0.1579
S -0.932 -0.015 2.106 -0.0506
H 0.803 -2.113 -1.070 0.2108
H -0.671 1.664 0.383 0.2231
C -0.835 0.583 0.406 -0.5221
N 0.508 0.579 -1.623 -0.6234

---

Entry 10:
35
Properties=species:S:1:pos:R:3:nbo_charge:R:1 method="wB97M-V/def2-TZVPD" charge=-2 e_homo_ev="2.05 / 2.06" max_force_ev_per_a=3.7
H 2.233 -2.761 -0.195 0.2185
C 0.467 2.295 0.488 0.0352
H -3.078 -0.589 0.000 0.3780
C -1.408 2.118 -0.785 0.1492
H -0.423 -3.851 2.906 0.1577
H -0.704 -0.992 -2.940 0.2348
C -0.765 -3.147 2.142 -0.5608
C -2.384 1.501 -1.537 -0.9066
H -3.323 2.034 -1.657 0.1747
H 1.913 -1.458 2.314 0.1923
C 0.422 -2.245 -1.432 -0.4392
C -0.145 -1.968 1.967 -0.1818
H 1.578 2.161 2.295 0.1888
C -0.008 3.611 0.269 -0.3280
N -0.384 1.414 -0.103 -0.6988
H -1.814 4.305 -0.872 0.1761
Sn -0.421 -0.710 0.114 1.8649
C 1.728 -2.042 -0.842 -0.3402
H 0.673 -0.318 3.114 0.2179
C 0.151 -1.084 -2.273 -0.4135
H -1.628 -3.466 1.559 0.1796
C 2.260 -0.835 -1.364 -0.3234
H 3.262 -0.451 -1.168 0.2035
H 1.875 0.817 1.165 0.2322
C 0.861 -1.164 2.439 -0.9937
H 1.461 0.642 -2.841 0.2161
H 2.553 2.427 0.826 0.1804
H -2.553 -2.140 0.259 0.3385
C 1.679 1.897 1.232 -0.6321
C 1.315 -0.256 -2.241 -0.2872
H 0.479 4.496 0.661 0.1709
C -1.167 3.520 -0.496 -0.4495
N -2.379 -1.158 0.478 -1.3618
H -2.173 0.568 -2.055 0.1715
H -0.153 -3.171 -1.428 0.2359

---

Entry 11:
14
Properties=species:S:1:pos:R:3:nbo_charge:R:1 method="wB97M-V/def2-TZVPD" charge=0 e_homo_ev=-8.91 smiles="N[C@@H](CS)C(=O)O" max_force_ev_per_a=6.2
C -1.088 0.783 0.367 0.7913
H 3.056 0.125 -1.451 0.1103
S 2.053 -0.606 -1.856 -0.0414
H -1.117 -1.215 1.408 0.4268
C 0.147 -0.074 0.235 -0.1679
H 0.697 -2.021 0.846 0.3910
O -1.309 1.937 -0.095 -0.5720
H 0.913 0.435 0.832 0.2048
O -1.689 0.389 1.528 -0.7237
H 0.407 1.055 -1.214 0.2285
H -0.109 -0.530 -2.008 0.2460
H -2.228 1.035 2.025 0.5224
N -0.246 -1.372 0.610 -0.8950
C 0.512 0.059 -1.228 -0.5212

---

Entry 12:
72
Properties=species:S:1:pos:R:3:mulliken_charge:R:1 method="wB97M-V/def2-TZVPD" charge=0 e_homo_ev=-9.32 max_force_ev_per_a=3.6
O 2.306 -3.749 -0.795 -0.5425
H 5.258 4.878 -0.687 0.3832
C -4.110 -3.358 0.732 -0.5459
O -1.288 3.866 2.180 -0.6509
H -4.545 -3.219 -1.391 0.3036
H 4.727 4.764 1.654 0.3713
N 1.558 -1.244 -1.202 -0.5267
C -4.144 -1.309 -0.408 0.0542
F -3.099 2.292 4.055 -0.2160
F 0.397 -4.381 -3.162 -0.2019
H 3.029 4.345 0.970 0.2672
H 3.377 -3.435 4.323 0.3660
C -1.912 2.556 -3.679 -0.4240
H -3.717 3.471 -4.208 0.2880
O 0.771 -1.059 1.852 -0.5182
H -4.041 -0.864 -1.395 -0.0858
C 0.840 -3.141 -3.096 0.6134
C 2.577 2.861 -1.054 0.2244
S -1.017 2.471 2.416 1.1292
C 1.087 -1.871 2.676 -0.2080
F -2.571 0.369 3.137 -0.2021
F 4.911 -1.248 0.104 -0.2385
H -4.709 -0.556 0.142 0.3322
H -5.874 -2.757 -0.393 0.3778
H -4.656 1.019 -3.042 0.3064
H 0.883 -3.780 5.299 0.3037
C 2.514 -2.786 4.201 -0.5527
H -4.573 2.600 -2.192 0.3217
F -3.538 1.929 1.958 -0.2496
H -0.475 -3.284 2.928 0.0975
C 3.599 3.841 -1.477 -0.7822
C 4.681 4.008 -0.361 -0.4344
H 4.168 3.577 -2.366 0.2834
H 3.048 4.758 -1.683 0.3839
O -0.760 1.396 -1.827 -0.5095
H -4.532 -3.160 1.724 0.3251
C -4.027 1.875 -2.792 -0.4410
F 3.217 -0.114 0.790 -0.0980
C -2.663 1.682 2.961 0.5223
S 3.148 -0.891 -1.817 0.8857
O -0.703 1.747 1.154 -0.6286
F 1.833 -2.928 -3.934 -0.1983
F 4.655 0.831 -0.484 -0.2292
H 2.571 -2.011 4.966 0.2966
N 1.785 2.131 -0.668 -0.3996
C -3.379 2.444 -4.069 -0.7072
F -0.134 -2.309 -3.460 -0.2044
O -0.130 2.214 3.562 -0.7403
C 4.027 -0.320 -0.223 0.6206
C 4.093 4.127 1.043 -0.9675
C 1.226 -3.622 4.277 -0.6038
C -4.790 -2.685 -0.473 -0.7487
O -2.833 -2.751 0.843 -0.3837
C -1.768 1.732 -2.389 0.0253
H -4.130 -4.440 0.603 0.3567
C -2.772 -1.608 0.173 -0.2184
O 3.877 -2.033 -2.298 -0.5740
Hg 0.297 0.191 -0.087 4.3788
O 3.136 0.201 -2.759 -0.6310
O 0.032 -3.039 -0.576 -0.4679
O 2.372 -2.067 2.960 -0.3240
H -1.501 3.537 -3.452 0.3728
H 1.326 -4.586 3.782 0.3205
H -0.449 -2.174 4.224 0.3468
S 1.304 -2.839 -1.255 0.6856
H -3.462 1.896 -5.002 0.3237
H -1.278 1.989 -4.362 0.2718
O -2.980 1.336 -1.979 -0.1093
C 0.218 -2.745 3.579 -0.2242
H 4.086 3.136 1.505 0.2122
O -1.797 -0.911 0.144 -0.8438
H 5.417 3.205 -0.421 0.2802

---

Entry 13:
20
Properties=species:S:1:pos:R:3:nbo_charge:R:1 method="wB97M-V/def2-TZVPD" charge=0 e_homo_ev=-8.41 smiles=Cc1c[nH]cn1.CC max_force_ev_per_a=3.1
H 0.019 1.715 0.695 0.2109
H 0.664 4.156 -0.338 0.2004
H -0.798 4.141 -1.153 0.2076
C -0.276 2.136 -0.274 -0.6134
C 1.098 -1.200 1.350 0.1636
H 0.710 -0.598 -1.784 0.2081
H -2.225 -2.390 -0.819 0.2216
H -2.606 -0.765 -0.240 0.2225
N 1.677 -0.848 0.123 -0.5456
N -0.162 -1.563 1.214 -0.4456
H -1.901 -0.881 -1.724 0.2223
C -0.344 3.640 -0.301 -0.6193
C 0.635 -0.875 -0.775 -0.0970
C -0.502 -1.353 -0.127 0.0806
H 0.540 1.693 -0.909 0.1975
H -0.895 3.853 0.642 0.2077
C -1.835 -1.355 -0.761 -0.6447
H -1.279 1.713 -0.481 0.2068
H 1.676 -1.133 2.240 0.1963
H 2.591 -0.715 -0.237 0.4197

---

Entry 14:
24
Properties=species:S:1:pos:R:3:nbo_charge:R:1 method="wB97M-V/def2-TZVPD" charge=+1 e_homo_ev=-14.30 max_force_ev_per_a=0.7
H 4.332 0.692 1.780 0.2038
H -2.713 1.320 1.468 0.2492
H 3.181 2.288 0.355 0.2225
O 2.855 -0.713 1.473 -0.4759
H -4.196 0.458 0.954 0.2596
H 1.585 1.729 0.897 0.1732
C 2.614 -0.789 0.152 0.9664
O 2.564 0.452 -0.397 -0.5014
H -2.967 -0.360 1.918 0.2529
H 0.589 -0.955 -1.406 0.2959
H -0.987 -1.382 -3.354 0.2583
H -0.478 -0.093 0.709 0.2442
C -3.131 0.376 1.133 -0.6559
H 2.877 0.906 2.775 0.2150
C -1.326 -1.007 -2.402 0.0880
C 2.606 1.419 0.663 -0.0993
C -0.471 -0.765 -1.324 -0.1803
C -1.067 -0.297 -0.174 -0.1219
C 3.244 0.633 1.790 -0.1037
N -3.223 -0.327 -1.162 -0.1536
H -3.229 -0.935 -3.033 0.4408
N -2.613 -0.768 -2.246 -0.2174
C -2.459 -0.092 -0.111 0.2253
O 2.414 -1.792 -0.455 -0.5858